1.
DFT (the ωB97M-V functional and the def2-TZVPD basis) results for a 10-piece molecular cluster, C19H55O12 overall in a non-equilibrium geometry.

ORCA input file:
```
! RIJCOSX wB97M-V def2-TZVPD def2/J DEFGRID3
* xyz -1 1
O 0.47248 0.90825 -0.34902
C 0.40198 -0.26339 0.32619
O 1.01155 -1.24824 -0.10530
O -0.26860 -0.22621 1.39235
H -0.04999 1.46113 0.25215
C -1.03967 -4.01501 -0.12571
C -0.88635 -3.96430 1.40259
O 0.44683 -3.54404 1.69100
H -0.98054 -3.06556 -0.65592
H -1.92003 -4.57135 -0.45972
H -0.20905 -4.58685 -0.55029
H -1.04971 -4.94323 1.85331
H -1.64094 -3.30521 1.84134
H 0.62074 -2.74373 1.17467
C -0.17804 -0.66043 -3.69346
C -1.44996 -1.45246 -3.44116
O -1.56189 -2.42160 -4.46628
H -0.37889 0.07048 -4.47685
H 0.67306 -1.32228 -3.83218
H 0.10789 -0.06654 -2.82441
H -2.34199 -0.82096 -3.40342
H -1.35033 -2.05298 -2.53213
H -2.22120 -3.07240 -4.21534
C 3.74758 -3.85754 -3.39823
C 2.47453 -3.27724 -2.80524
O 2.69783 -1.93712 -2.44745
H 4.58057 -3.76776 -2.70324
H 4.01157 -3.32883 -4.31689
H 3.59618 -4.89782 -3.69297
H 2.23767 -3.84965 -1.89991
H 1.59523 -3.36481 -3.45360
H 2.02297 -1.76809 -1.77328
C -1.94705 3.41748 1.06955
C -3.38769 3.81616 1.37438
O -3.36694 4.72497 2.46576
H -1.44013 4.26915 0.62228
H -1.88892 2.47433 0.52462
H -1.48638 3.12353 2.01619
H -4.02312 2.96371 1.62656
H -3.81145 4.31837 0.49884
H -4.26318 5.00733 2.66306
C -4.29574 0.11016 3.98958
C -2.92923 0.25276 3.43019
O -2.72105 -0.75620 2.43419
H -4.41827 0.92585 4.70522
H -4.43605 -0.82713 4.53055
H -5.00596 0.13494 3.16267
H -2.12297 0.18011 4.16286
H -2.86491 1.24601 2.97076
H -1.81889 -0.63726 2.08098
C 1.91399 -2.15018 4.53416
C 0.46464 -1.71968 4.58889
O 0.37758 -0.36953 4.13191
H 2.23975 -2.29838 3.50411
H 2.20947 -3.01472 5.13365
H 2.53917 -1.35845 4.95482
H 0.12594 -1.66965 5.62786
H -0.21937 -2.39837 4.07895
H 0.19627 -0.35517 3.17893
C 4.86880 1.03893 2.03928
C 3.54956 0.40925 1.64203
O 3.71424 -0.36431 0.46704
H 5.65460 0.32502 2.28125
H 4.73783 1.69600 2.90013
H 5.19254 1.64538 1.18936
H 2.74691 1.13757 1.50108
H 3.27922 -0.27034 2.45725
H 2.87911 -0.80084 0.24799
C -2.09829 2.55708 -2.45491
C -2.14695 2.58302 -3.96355
O -2.95288 3.66244 -4.41654
H -1.43160 1.77721 -2.08282
H -3.06762 2.35271 -1.99112
H -1.78018 3.51786 -2.04483
H -2.58415 1.62118 -4.26128
H -1.17180 2.55336 -4.44850
H -3.64681 3.73270 -3.75508
C 1.44139 3.79825 -1.90728
C 2.60285 2.82749 -2.04173
O 2.09128 1.58484 -2.54045
H 0.68286 3.27062 -1.32920
H 1.05866 4.14705 -2.86554
H 1.68329 4.69566 -1.33049
H 3.06741 2.54561 -1.09267
H 3.38276 3.22028 -2.69355
H 1.45600 1.28160 -1.87898
*
```

## Properties
Electronic energy in Eh: -1659.8375
LUMO level in eV: 2.33

Mulliken atomic charge list, values in e, 5 entries:
1 O 0.32
2 C 0.11
3 O 0.02
4 O -0.62
5 H -0.25



2.
DFT (the ωB97M-V functional and the def2-TZVPD basis) results for a 9-piece molecular cluster, C19H56N2O9 overall in a non-equilibrium geometry.

ORCA input file:
```
! RIJCOSX wB97M-V def2-TZVPD def2/J DEFGRID3
* xyz 0 1
C -3.68508 0.20888 2.72792
O -3.97091 0.61093 4.07816
H -4.38098 -0.55254 2.41159
H -2.69716 -0.13616 2.68138
H -3.63020 1.10690 2.09874
H -3.17152 1.10823 4.33366
C -1.21051 1.48676 -4.28805
O -1.74772 0.36169 -4.81272
H -1.79183 2.38013 -4.64603
H -0.19344 1.47448 -4.62817
H -1.11283 1.49105 -3.24119
H -1.64868 0.36597 -5.75486
C 0.89381 -1.05401 -5.55848
O 1.79800 -0.41715 -4.70369
H 0.13640 -1.56207 -4.98753
H 1.42796 -1.83854 -6.08904
H 0.59408 -0.32332 -6.26345
H 1.91511 -0.82896 -3.81859
C 3.25832 -2.88657 -2.03640
O 2.34044 -2.05398 -2.59537
N 2.96702 -3.48609 -0.94251
N 4.40218 -3.07053 -2.68764
H 1.96148 -3.42125 -0.73449
H 3.48786 -4.32224 -0.70359
H 4.24855 -2.77561 -3.66192
H 5.09271 -3.79209 -2.42727
C -3.59920 2.06104 -0.84464
C -2.53877 3.00680 -0.41572
C -1.36938 2.28408 0.26436
O -2.02593 3.69490 -1.36634
H -4.38813 1.96633 -0.10281
H -3.25709 1.05806 -0.99256
H -4.07309 2.44500 -1.79932
H -2.97951 3.77925 0.26919
H -0.85898 1.67482 -0.55368
H -1.73141 1.60023 0.99809
H -0.51199 2.88925 0.66680
H -1.15222 3.96383 -1.14443
C 0.86065 -3.91558 3.67745
C 0.69173 -3.16306 2.38320
C 1.62181 -1.99273 2.29943
O 0.80269 -3.79758 1.33679
H -0.17792 -4.30026 3.97579
H 1.18212 -3.19263 4.49476
H 1.56784 -4.76202 3.51664
H -0.32522 -2.78571 2.35252
H 1.05883 -1.06698 2.12972
H 2.47970 -2.02497 1.64169
H 2.17897 -1.83482 3.22681
H 0.18758 -3.40758 0.72737
C -1.33696 -1.27311 -2.06327
C -0.62488 -1.17217 -0.74131
C -1.53904 -1.45245 0.43031
O 0.39852 -1.84979 -0.65798
H -2.22626 -0.64113 -2.05089
H -1.68718 -2.28628 -2.22290
H -0.77399 -1.01679 -2.91223
H -0.19081 -0.20188 -0.69543
H -0.96822 -1.03139 1.26647
H -1.70063 -2.50154 0.52390
H -2.51280 -0.94221 0.41543
H 0.98432 -1.45734 -1.30440
C 2.29073 0.99232 0.56065
C 3.02097 1.74634 -0.50671
C 2.52876 1.40057 -1.92629
O 3.17546 2.95317 -0.28778
H 2.76525 1.37999 1.50159
H 2.67561 -0.03646 0.65007
H 1.18630 1.07527 0.58935
H 4.06849 1.35769 -0.39662
H 1.62303 1.92826 -2.31805
H 2.31481 0.36071 -1.95116
H 3.36632 1.57909 -2.54731
H 4.08845 3.16027 -0.66058
C -0.04956 1.23792 3.39886
C -0.85957 2.18560 4.32459
C -1.54643 3.24190 3.56141
O -1.54777 1.61451 5.14192
H -0.62927 0.60213 2.71908
H 0.47558 0.55750 4.01174
H 0.75655 1.82764 2.93886
H -0.18917 2.73449 4.98541
H -0.95898 3.66123 2.74748
H -2.00152 4.04836 4.13967
H -2.32969 2.72307 3.04317
H -0.97255 1.24090 5.80138
*
```

## Properties
Electronic energy in Eh: -1543.8597
LUMO level in eV: 0.26

Mulliken atomic charge list, values in e, 5 entries:
1 C -0.45
2 O -0.63
3 H 0.41
4 H 0.00
5 H 0.25



3.
DFT (the ωB97M-V functional and the def2-TZVPD basis) results for a 9-piece molecular cluster, C19H56N2O9 overall in a non-equilibrium geometry.

ORCA input file:
```
! RIJCOSX wB97M-V def2-TZVPD def2/J DEFGRID3
* xyz 0 1
C -17.28100 21.97300 -3.14000
O -16.14200 21.17500 -2.99300
H -16.98100 22.47200 -4.04500
H -17.45000 22.69000 -2.35900
H -18.21000 21.37100 -3.29500
H -15.38000 21.74700 -2.70500
C -14.29800 24.96300 -3.18800
O -14.31400 23.92100 -2.27000
H -14.65100 24.63700 -4.13200
H -13.31700 25.28400 -3.32500
H -14.88900 25.90500 -3.01100
H -13.76300 24.14700 -1.48900
C -13.36600 25.45500 1.90500
O -12.87400 24.11400 1.98100
H -14.21900 25.60800 2.50100
H -13.53300 25.83400 0.87700
H -12.53500 25.91800 2.44800
H -12.87500 23.90500 2.91800
C -10.31100 26.02500 -4.68600
O -10.01100 27.37000 -4.97000
N -9.52100 25.11700 -4.07900
N -11.44200 25.41100 -5.02800
H -8.50800 25.38100 -3.82400
H -9.70900 24.21000 -4.30000
H -12.09800 25.84300 -5.64100
H -11.66300 24.41000 -4.92600
C -11.00300 25.14500 -1.13200
C -10.25900 26.49500 -0.96300
C -9.87600 26.56700 0.52900
O -9.17400 26.60400 -1.51400
H -11.38000 25.06300 -2.03900
H -11.91000 25.02400 -0.53400
H -10.36500 24.32300 -1.00200
H -10.93100 27.29600 -1.17300
H -9.84400 27.53700 0.95500
H -8.93300 26.01100 0.78200
H -10.65100 26.09000 1.09400
H -9.29100 26.12800 -2.35200
C -14.49900 19.47700 -0.38200
C -13.02400 19.88300 -0.36900
C -12.86200 21.39000 -0.56300
O -12.40700 19.55800 0.69500
H -14.79200 19.66500 0.59900
H -14.61200 18.41200 -0.53800
H -15.08300 20.04300 -1.15800
H -12.48400 19.45100 -1.23000
H -13.25100 21.73300 -1.49000
H -11.85700 21.70400 -0.69500
H -13.11500 22.07800 0.30700
H -12.67100 18.64800 0.79500
C -9.11500 21.68600 -4.71700
C -10.65200 21.90800 -4.93700
C -11.23900 22.26700 -3.58600
O -11.05600 22.84700 -5.74500
H -8.81700 21.80300 -3.66900
H -8.49600 22.37200 -5.31800
H -8.78900 20.71200 -5.12300
H -11.08900 20.99100 -5.32400
H -10.93300 23.17200 -3.15300
H -11.08900 21.56700 -2.77500
H -12.30700 22.36100 -3.62100
H -10.60000 22.73400 -6.60300
C -14.46200 21.63400 -5.68800
C -14.89400 22.16100 -7.02100
C -14.01600 23.39100 -7.38300
O -14.87500 21.31000 -7.95000
H -14.74500 22.42900 -4.96000
H -13.37200 21.44600 -5.82200
H -15.00000 20.71400 -5.33900
H -15.85300 22.58800 -6.87000
H -13.01000 23.25400 -7.19900
H -14.37000 24.22100 -6.84000
H -13.90600 23.66100 -8.46700
H -15.59500 20.67900 -7.82900
C -17.19100 21.78700 0.99900
C -15.94800 22.57500 0.73800
C -16.25000 24.06000 0.73200
O -15.02600 22.30900 1.54600
H -17.89300 21.91400 0.11300
H -17.81300 22.12100 1.86900
H -17.01500 20.76300 1.18200
H -15.56700 22.22400 -0.20300
H -16.95400 24.36400 -0.07700
H -15.34100 24.59400 0.58900
H -16.72200 24.36000 1.61600
H -14.27400 22.71200 1.31600
*
```

## Properties
Electronic energy in Eh: -1543.8620
LUMO level in eV: 0.30

Mulliken atomic charge list, values in e, 5 entries:
1 C -0.38
2 O -0.50
3 H 0.21
4 H 0.13
5 H 0.23



4.
DFT (the ωB97M-V functional and the def2-TZVPD basis) results for C19H58F2N2O15S2V as an isolated structure in a non-equilibrium geometry.

ORCA input file:
```
! RIJCOSX wB97M-V def2-TZVPD def2/J DEFGRID3
* xyz 0 4
V -21.74073 8.78235 12.78024
N -22.77611 7.29422 13.47374
S -24.10787 6.47451 13.19390
O -25.26911 6.74297 13.99820
O -23.97891 5.27447 12.43808
F -24.38550 7.51090 11.96096
S -22.42695 6.19514 14.77440
O -21.81678 4.95370 14.33997
O -23.32651 6.13382 15.91859
F -21.14994 6.96843 15.35035
C -20.01857 11.77246 16.84394
C -20.49853 10.30056 16.93244
C -20.86086 10.02504 18.36860
C -22.18989 10.70638 18.80406
C -23.26850 10.11941 17.98825
C -23.02266 10.36319 16.44887
N -21.61916 9.91708 16.06459
O -21.31694 9.95986 14.65317
C -23.35327 11.88399 16.17018
C -24.03712 9.46834 15.77912
C -19.21591 9.39700 16.63223
H -18.95368 11.89629 17.04084
H -20.52335 12.56684 17.39371
H -20.10103 12.09072 15.80471
H -20.06730 10.34890 19.04201
H -20.98712 8.96832 18.60417
H -22.22536 11.79506 18.76382
H -22.31515 10.49010 19.86502
H -24.21287 10.58356 18.27255
H -23.39680 9.05231 18.16974
H -23.10772 12.10866 15.13224
H -22.78243 12.62248 16.73309
H -24.38621 12.19069 16.33473
H -25.02765 9.78414 16.10658
H -24.01400 8.42645 16.09853
H -24.07979 9.50094 14.69044
H -19.29811 8.31084 16.67217
H -18.31962 9.69258 17.17758
H -18.82219 9.52741 15.62422
C -18.70393 7.99952 13.13580
O -19.97576 7.49400 12.72895
H -17.87959 7.53509 12.59463
H -18.62236 9.07685 12.99155
H -18.70827 7.72300 14.19013
H -19.88524 6.54114 12.65506
C -18.58909 4.18977 13.36999
O -19.58070 4.74989 12.55199
H -18.89301 4.17433 14.41665
H -18.38946 3.14590 13.12794
H -17.60832 4.65803 13.28682
H -20.36801 4.20465 12.48531
C -27.92412 5.32855 11.45150
O -27.83747 5.62858 10.06543
H -27.27883 4.45555 11.54928
H -27.45646 6.10138 12.06152
H -28.94984 5.06864 11.71312
H -28.06065 4.83763 9.56926
C -23.22009 11.53395 12.17579
O -23.29222 10.11587 12.40926
H -24.04653 12.00398 12.70886
H -22.26754 11.92789 12.53015
H -23.37646 11.84283 11.14223
H -24.23512 9.95516 12.32737
C -26.99739 9.77938 13.17883
O -25.99582 9.78774 12.19193
H -26.93489 8.79252 13.63743
H -26.82683 10.49202 13.98577
H -28.02756 9.91766 12.85061
H -26.26902 9.16263 11.51651
C -28.71937 5.74848 15.18799
O -29.66857 5.53396 14.16670
H -29.05613 6.35389 16.02952
H -28.39265 4.77132 15.54368
H -27.79512 6.18158 14.80552
H -30.06391 6.37803 13.93680
C -22.37253 2.49983 12.46928
O -21.65196 3.12926 11.45822
H -23.29743 3.07456 12.51779
H -22.52745 1.43659 12.28592
H -21.83606 2.56766 13.41570
H -22.27494 3.23358 10.73530
C -22.25247 6.49442 19.09183
O -20.95239 6.51561 19.65626
H -22.40600 7.11723 18.21056
H -22.52905 5.47804 18.81150
H -22.93364 6.80317 19.88478
H -20.35337 6.19142 18.97975
C -24.91875 3.32353 9.86481
O -23.60883 3.26277 9.29406
H -25.68203 3.13118 9.11082
H -25.17070 2.62183 10.65994
H -25.18273 4.33359 10.17816
H -23.49709 4.00643 8.69734
C -21.67807 6.96251 10.05447
O -22.02403 8.14658 10.77280
H -22.62420 6.52121 9.74112
H -21.04881 7.23369 9.20678
H -21.15768 6.15487 10.56927
H -22.52711 8.64017 10.12098
*
```

## Properties
Electronic energy in Eh: -3936.6397
LUMO level (alpha / beta) in eV: -0.32 / -0.46

Mulliken atomic charge list, values in e, 5 entries:
1 V 0.86
2 N 0.98
3 S -0.13
4 O -0.51
5 O -0.21



- Which of these has the lowest electronic energy?
  C19H58F2N2O15S2V



- Among the records above, which one has the lowest electronic energy?
  C19H58F2N2O15S2V



- Among the records above, which one has the lowest electronic energy?
  C19H58F2N2O15S2V